Density functional theory data (ωB97M-V/def2-TZVPD) for C19H17Cl5HgN2 as an isolated structure at a distorted geometry.

Structure (XYZ):
```
44
C19H17Cl5HgN2 (ωB97M-V/def2-TZVPD)
C 1.72 -1.25 -1.41
H -3.24 0.90 -1.64
C 0.08 -0.17 4.69
H 0.42 3.00 -2.09
C 2.45 -3.53 -0.99
H -3.60 -1.14 -0.34
H -1.74 2.79 -1.41
C -3.96 -0.21 0.12
C 1.28 -3.73 -0.27
C -4.04 0.95 -0.88
C 3.15 0.41 -2.69
C 0.54 0.60 2.42
H 4.30 1.94 -3.66
H -0.57 -2.80 0.37
C -0.55 -0.11 1.94
C -0.94 -1.00 4.17
C 1.95 0.10 -2.00
H 1.05 -4.68 0.21
C 0.86 0.60 3.79
H 3.20 -4.31 -1.11
H 3.54 -2.10 -2.18
Cl -1.83 -2.00 5.23
C 0.37 -2.66 -0.16
Cl 1.57 1.45 1.31
Hg -1.12 0.42 -0.11
Cl -2.33 -2.18 2.16
H -0.54 3.11 -0.11
N 0.60 -1.45 -0.69
N 1.00 1.03 -1.82
Cl 2.15 1.56 4.38
C -1.46 2.56 -0.37
H -5.00 0.94 -1.41
C 3.37 1.71 -3.15
C 2.66 -2.29 -1.58
H -3.97 1.91 -0.37
C 2.38 2.67 -2.93
C -1.21 -1.00 2.78
H -2.27 2.85 0.31
H -3.33 0.04 0.97
Cl 0.42 -0.14 6.35
H -4.96 -0.41 0.53
H 3.88 -0.37 -2.84
H 2.50 3.70 -3.26
C 1.21 2.27 -2.27
```

Results
- HOMO energy: -7.76 eV
- Frontier orbital gap: 7.37 eV
- 2S+1: 1

natural (NBO) charges, unit e, in atom order: atom 1 (C): 0.170, atom 2 (H): 0.201, atom 3 (C): -0.103, atom 4 (H): 0.214, atom 5 (C): -0.157, atom 6 (H): 0.203, atom 7 (H): 0.197, atom 8 (C): -0.641, atom 9 (C): -0.250, atom 10 (C): -0.622, atom 11 (C): -0.223, atom 12 (C): -0.087, atom 13 (H): 0.224, atom 14 (H): 0.217, atom 15 (C): -0.507, atom 16 (C): -0.096, atom 17 (C): 0.169, atom 18 (H): 0.229, atom 19 (C): -0.094, atom 20 (H): 0.225, atom 21 (H): 0.214, atom 22 (Cl): 0.052, atom 23 (C): 0.060, atom 24 (Cl): 0.009, atom 25 (Hg): 1.333, atom 26 (Cl): 0.003, atom 27 (H): 0.206, atom 28 (N): -0.474, atom 29 (N): -0.442, atom 30 (Cl): 0.057, atom 31 (C): -1.176, atom 32 (H): 0.205, atom 33 (C): -0.166, atom 34 (C): -0.223, atom 35 (H): 0.214, atom 36 (C): -0.246, atom 37 (C): -0.084, atom 38 (H): 0.203, atom 39 (H): 0.208, atom 40 (Cl): 0.063, atom 41 (H): 0.222, atom 42 (H): 0.212, atom 43 (H): 0.227, atom 44 (C): 0.052

---

Density functional theory data (ωB97M-V/def2-TZVPD) for a 12-piece molecular cluster, C42H112O35P6 overall at a distorted geometry.

Structure (XYZ):
```
195
C42H112O35P6 (ωB97M-V/def2-TZVPD)
C 2.60 -3.15 2.74
O 1.41 -4.22 4.44
H 4.70 0.45 0.40
C 6.07 -1.97 -1.58
C -4.50 2.45 -2.40
H -3.31 -6.34 5.47
O 1.17 -6.64 -1.22
H -1.28 4.61 -4.84
P 5.43 -3.73 -3.44
C -5.31 1.24 4.03
H -8.48 1.63 -2.62
H 4.26 0.77 -1.74
H 1.45 9.68 0.09
O 3.99 7.59 -3.03
H 2.50 -0.21 -6.58
H 2.91 4.35 -1.14
C -1.17 -2.47 7.52
C 2.36 4.94 -1.87
H 0.96 9.18 -4.43
O 0.18 -2.10 7.46
H -5.18 6.57 -4.79
H 1.89 -5.65 5.99
O 1.92 2.18 -0.47
H 6.38 1.89 -0.21
H -1.27 -0.05 -2.02
H -4.15 1.75 -1.64
H 1.43 -8.75 -1.76
H 2.07 -3.62 1.91
H -0.92 -0.24 1.20
C 2.70 -1.02 3.86
H -5.46 7.73 -3.52
O -1.59 7.04 -3.57
H -5.70 -3.36 6.12
H -0.11 4.24 -3.70
P -2.40 6.11 -2.76
C 1.63 -4.40 -0.85
H 0.59 1.45 10.01
O -4.02 6.12 -3.18
O -8.92 2.22 -0.79
H -4.46 -5.72 4.32
H 2.95 -7.83 -1.27
H -1.31 3.04 -4.13
O 6.88 -4.38 -3.96
O -4.04 -4.54 6.01
O 0.21 0.19 8.47
O 7.12 2.24 1.72
H -1.70 -1.14 -4.74
H 6.58 -0.70 1.04
C -10.24 2.48 -0.66
H -1.79 -4.45 4.98
O 1.92 -1.88 2.98
C -1.31 6.55 -0.49
H -10.83 2.23 -1.54
P 1.22 1.08 -1.11
H -4.70 2.27 2.25
H 1.61 -8.23 -0.20
H -4.58 0.34 1.12
H 3.96 -5.33 -5.23
H 6.78 -2.69 -1.17
C 1.87 -7.91 -1.20
H -6.82 -0.95 4.94
H -1.98 -1.78 7.30
C 6.02 2.11 0.80
H 3.86 -0.11 -3.20
O 4.71 -4.56 -2.46
C -0.86 -0.56 4.84
C 1.58 -5.77 -0.14
C 0.77 1.34 8.94
O -2.52 6.50 -1.22
C -2.38 -4.94 4.20
H 1.60 -4.04 6.50
H -0.27 -1.44 4.59
H 3.51 1.63 -2.95
H -1.72 -5.70 3.78
H -4.84 -3.41 4.54
H -0.40 6.41 -1.08
O 0.68 -0.13 -0.11
C 1.07 9.38 -3.37
H -0.25 0.02 -3.47
O 2.13 0.27 -2.20
H 0.63 -2.24 -2.09
H -0.71 -3.21 -2.82
H 1.75 -3.66 -0.06
C 0.77 -4.15 -8.20
O 2.91 8.74 -0.94
H 1.83 1.30 8.69
H 0.92 -3.47 -3.23
O -3.23 0.78 2.70
H -1.20 7.43 0.14
H -3.94 7.81 -4.41
H 1.80 -4.26 -8.54
C -4.69 7.12 -3.99
H 1.36 4.51 -1.94
H 0.44 2.19 8.34
O -5.87 2.38 -2.73
P 2.83 7.68 -2.17
H -2.70 -0.54 -6.01
H 0.09 -4.84 -8.70
H 2.59 -6.00 0.20
H 2.91 4.98 -2.82
H 3.36 -0.36 3.31
H -6.65 3.80 -1.51
H -1.07 0.15 -5.75
C 3.52 -4.33 -5.13
C 7.83 -3.63 -4.66
O -1.96 4.55 -2.81
C 2.71 -4.07 3.95
H 3.47 -3.80 4.68
H -3.60 2.46 3.66
H -1.44 -3.22 6.78
H 3.59 -2.96 2.34
H -4.20 3.48 -2.17
H 7.53 0.98 3.28
H -10.40 3.56 -0.65
H -2.22 -2.64 1.72
H 8.82 -4.08 -4.60
O -0.07 1.58 -1.98
H -8.65 3.44 -2.49
H -3.96 2.11 -3.28
H 4.46 1.22 2.07
C -4.73 -3.31 5.62
H 5.92 -0.50 2.68
H 7.64 -3.58 -5.73
P 0.71 -0.59 7.12
H 0.08 1.36 1.15
C -3.88 -0.15 1.80
H -6.48 2.22 -0.81
H -4.36 -0.97 2.33
H 8.32 0.38 1.81
H -1.83 -1.00 5.09
H 0.09 9.65 -2.96
C 3.49 0.64 -2.50
C -8.27 2.53 -2.04
H 7.84 -2.59 -4.34
H -5.44 2.09 4.69
O -2.76 -3.99 3.22
H 3.09 -4.18 -6.12
O -6.36 0.47 3.39
H -1.34 -2.98 8.47
H 2.67 -4.33 -4.46
H 0.79 -5.74 0.61
H 2.94 -1.18 -5.21
O -0.31 0.07 6.00
H 2.87 -5.08 3.57
C 7.46 0.93 2.19
O 0.23 -2.88 -8.42
H 2.22 8.63 1.09
O 5.98 -2.21 -2.97
H 1.09 7.92 -0.10
O 2.36 6.34 -1.32
H -1.67 1.02 -3.33
O 0.23 -0.19 -8.05
H 2.36 -4.36 -1.66
O 0.35 -4.23 -1.40
O 2.14 -0.52 6.71
O 1.39 8.08 -2.92
H -1.30 5.71 0.22
O -1.20 -1.88 -6.61
H -7.72 -1.22 3.54
C -6.77 2.73 -1.72
H 2.05 -0.21 4.20
O 4.60 -3.41 -4.80
H -3.13 -0.53 1.11
C -3.65 -5.42 4.99
O 1.23 -1.91 -6.24
C -0.83 0.62 -2.75
C -4.24 1.77 3.11
C -7.24 -0.42 4.10
H -4.32 -2.32 5.83
H 0.24 -5.04 6.12
C -1.76 -3.37 2.37
C 6.29 0.03 1.80
H 3.11 -1.87 -6.75
H 0.70 -4.54 -7.18
H 5.39 2.99 0.83
C 5.15 0.94 1.27
C -1.18 4.09 -3.88
C 0.28 -3.24 -2.37
H 6.59 -1.02 -1.49
H -1.34 -4.31 2.00
H -4.75 0.56 4.68
C 1.87 8.67 0.06
H -0.94 -2.96 2.97
C 2.44 -1.22 -6.18
C -1.66 -0.77 -5.77
H 3.20 -1.41 4.75
C 0.04 0.28 1.17
C 1.25 -4.79 5.79
H 0.69 -0.04 1.99
P 0.17 -1.57 -7.41
H 1.93 10.03 -3.26
H -8.02 0.21 4.54
H -10.64 1.89 0.16
H 5.16 -1.82 -1.00
H -0.92 0.03 3.92
```

Results
- HOMO energy (spin up / spin down): -10.94 / -10.94 eV
- Frontier orbital gap (spin up / spin down): 8.47 / 2.21 eV
- ⟨S²⟩: 0.754
- Net charge: +1
- 2S+1: 2

Mulliken atomic charge list, values in e, 99 entries: atom 1 (C): 0.368, atom 2 (O): 0.000, atom 3 (H): -0.480, atom 4 (C): -0.935, atom 5 (C): -0.309, atom 6 (H): 0.450, atom 7 (O): -0.301, atom 8 (H): 0.419, atom 9 (P): 1.011, atom 10 (C): -0.422, atom 11 (H): 0.329, atom 12 (H): -0.208, atom 13 (H): 0.318, atom 14 (O): -0.716, atom 15 (H): 0.410, atom 16 (H): 0.063, atom 17 (C): -0.314, atom 18 (C): -0.195, atom 19 (H): 0.284, atom 20 (O): -0.166, atom 21 (H): 0.264, atom 22 (H): 0.383, atom 23 (O): -0.623, atom 24 (H): 0.298, atom 25 (H): 0.331, atom 26 (H): 0.175, atom 27 (H): 0.290, atom 28 (H): -0.792, atom 29 (H): -0.163, atom 30 (C): -0.608, atom 31 (H): 0.263, atom 32 (O): -0.738, atom 33 (H): 0.366, atom 34 (H): 0.067, atom 35 (P): 0.429, atom 36 (C): 1.019, atom 37 (H): 0.236, atom 38 (O): -0.327, atom 39 (O): -0.295, atom 40 (H): 0.383, atom 41 (H): 0.299, atom 42 (H): -0.025, atom 43 (O): -0.407, atom 44 (O): -0.440, atom 45 (O): -0.321, atom 46 (O): -0.465, atom 47 (H): 0.096, atom 48 (H): -0.014, atom 49 (C): -0.758, atom 50 (H): -0.325, atom 51 (O): 0.368, atom 52 (C): -0.536, atom 53 (H): 0.313, atom 54 (P): -0.419, atom 55 (H): 0.301, atom 56 (H): 0.342, atom 57 (H): 0.151, atom 58 (H): 0.491, atom 59 (H): 0.558, atom 60 (C): -0.861, atom 61 (H): 0.214, atom 62 (H): 0.378, atom 63 (C): -0.528, atom 64 (H): -0.179, atom 65 (O): -0.644, atom 66 (C): -0.139, atom 67 (C): -0.671, atom 68 (C): -0.708, atom 69 (O): -0.360, atom 70 (C): 0.251, atom 71 (H): 0.318, atom 72 (H): -0.077, atom 73 (H): 0.346, atom 74 (H): 0.635, atom 75 (H): 0.338, atom 76 (H): 0.047, atom 77 (O): 0.159, atom 78 (C): -0.809, atom 79 (H): -0.084, atom 80 (O): 0.312, atom 81 (H): 0.380, atom 82 (H): 0.369, atom 83 (H): -0.225, atom 84 (C): -0.625, atom 85 (O): -0.412, atom 86 (H): 0.330, atom 87 (H): -0.032, atom 88 (O): -0.161, atom 89 (H): 0.366, atom 90 (H): 0.280, atom 91 (H): 0.278, atom 92 (C): -0.692, atom 93 (H): -0.103, atom 94 (H): 0.264, atom 95 (O): -0.435, atom 96 (P): 0.809, atom 97 (H): 0.372, atom 98 (H): 0.346, atom 99 (H): 0.545

---

Density functional theory data (ωB97M-V/def2-TZVPD) for a 11-piece molecular cluster, C38H68F6O28 overall at a distorted geometry.

Structure (XYZ):
```
140
C38H68F6O28 (ωB97M-V/def2-TZVPD)
H -3.28 0.39 -2.25
C -5.28 2.81 0.12
O 5.11 2.17 -2.80
O 3.17 -2.73 -4.55
H -6.22 2.38 0.47
H 2.21 -5.69 1.48
O -5.17 -0.57 -2.13
O -7.24 -0.01 -2.23
F -0.40 -1.52 -0.02
O 6.74 0.91 -1.85
O 3.05 1.59 1.96
C -2.71 -4.78 0.52
O -1.33 2.63 -4.28
O -2.97 4.21 -4.51
C -2.37 -2.08 3.09
H 2.86 -1.39 -2.89
H 0.83 -4.63 1.65
H 0.85 -2.09 -4.96
H 6.11 -0.99 -0.80
H 4.20 2.94 3.07
C -1.54 -4.25 -1.29
H -2.56 -4.53 1.60
O 1.71 1.71 -1.10
C 3.80 -0.35 3.22
H 4.84 -4.28 0.40
H -5.18 3.78 0.53
C -2.30 3.54 -3.78
H 1.18 -1.76 1.19
H -6.62 3.13 -2.80
H 1.79 4.07 3.90
H 4.50 -4.21 -1.39
H -1.41 2.12 -1.25
H 2.27 -3.14 -0.78
H -2.05 4.46 1.08
C 4.37 -3.74 -0.42
H 1.32 -1.37 4.99
F -5.50 -2.56 3.20
H -3.89 3.69 5.34
H 3.32 1.97 -3.52
O 2.55 -3.66 1.14
C -4.18 1.95 0.78
H 4.85 -3.78 -4.91
H 2.64 -2.50 4.64
O -0.75 -4.23 -2.14
O 2.54 -0.90 3.38
F -3.21 -2.41 0.33
H -4.22 0.19 3.97
O 1.51 -0.37 -0.26
H 2.99 -0.99 5.41
H 0.05 2.43 3.65
C 0.63 -0.99 0.69
H -1.29 0.69 4.72
C -4.41 0.44 -4.13
O -1.43 -4.77 -0.08
C -4.52 -1.96 3.90
C 1.61 4.03 4.97
H 3.51 -0.18 1.05
H -6.21 4.50 -1.64
O -5.73 0.80 -3.73
H 0.38 -1.22 -3.52
H -4.48 1.93 1.86
C 1.25 -1.45 -4.21
H 4.65 -1.04 3.11
O -2.19 3.54 -2.44
H -3.42 -1.18 -3.10
C -0.69 1.92 -3.27
C 0.04 2.27 4.72
C 0.15 0.13 1.52
H 2.17 -4.77 2.89
O -5.36 2.63 -1.27
H 0.80 1.51 5.06
C -2.73 3.78 1.53
C 2.35 -1.47 4.67
H 4.04 0.42 3.94
C -6.46 3.40 -1.77
H -4.09 0.93 0.30
C 5.87 1.06 -2.66
H -1.32 1.64 6.21
H -3.25 -5.71 0.29
O -2.79 -3.66 -1.46
F -4.33 -0.40 -5.13
O -1.37 -2.58 2.65
H -4.73 -0.40 2.39
H 0.81 0.46 2.30
C -6.16 0.07 -2.65
O 0.31 3.51 5.35
C 4.24 -3.49 -4.05
H 4.91 0.77 1.71
C 3.88 0.41 1.89
H 2.54 -4.87 -0.51
C 3.71 2.77 2.06
C 1.91 -4.73 1.81
C 1.22 0.95 -0.34
H 0.26 0.34 -6.35
H 4.69 -2.92 -3.29
H -4.50 -3.89 -0.33
C -2.85 3.44 5.52
H -0.90 0.10 1.86
F -1.18 0.69 -3.34
C -3.90 -0.27 -2.86
O 0.27 1.28 0.57
H -2.82 3.24 6.55
C 6.03 -2.03 -0.70
H 6.75 -2.33 0.06
H -2.31 4.33 5.30
O -2.79 -0.78 2.87
O 1.62 -0.12 -4.70
C -4.11 -0.64 3.24
C 1.31 0.00 -6.11
O 4.77 -2.38 -0.38
H -3.69 4.19 1.75
H 1.94 -2.84 -2.78
O 5.49 0.09 -3.63
H 4.56 2.94 1.33
H 1.99 0.72 -6.59
H 6.47 -2.50 -1.61
H -3.95 1.39 -4.41
H 2.96 3.54 2.02
H -7.35 3.25 -1.15
H 4.40 2.86 -4.56
H -2.27 3.50 2.53
H 1.64 5.03 5.43
H 1.35 -0.97 -6.70
F 5.67 1.18 -5.62
C 2.44 -2.11 -3.53
H -0.19 3.37 -1.80
O -2.91 2.61 0.69
H 2.44 3.47 5.47
H 0.40 1.91 -3.51
C 2.87 -3.84 -0.23
H 4.05 0.08 -5.00
H 3.84 -4.44 -3.54
C -3.46 -3.67 -0.19
C -1.32 1.66 5.12
C 4.77 0.76 -4.60
C -1.09 2.78 -2.05
O -2.48 2.34 4.69
C 4.28 1.99 -3.94
H -4.88 -1.89 4.90
O -3.34 -2.72 3.80
```

Results
- HOMO energy: -9.63 eV
- Frontier orbital gap: 9.79 eV
- 2S+1: 1

Mulliken atomic charge list, values in e, 99 entries: atom 1 (H): -0.572, atom 2 (C): -0.869, atom 3 (O): -0.342, atom 4 (O): -0.518, atom 5 (H): 0.471, atom 6 (H): 0.536, atom 7 (O): -0.424, atom 8 (O): -0.552, atom 9 (F): -0.166, atom 10 (O): -0.583, atom 11 (O): 0.349, atom 12 (C): -0.341, atom 13 (O): -0.486, atom 14 (O): -0.553, atom 15 (C): -0.196, atom 16 (H): 0.257, atom 17 (H): 0.245, atom 18 (H): 0.695, atom 19 (H): 0.060, atom 20 (H): 0.256, atom 21 (C): 0.534, atom 22 (H): 0.117, atom 23 (O): -0.596, atom 24 (C): -0.796, atom 25 (H): 0.331, atom 26 (H): 0.460, atom 27 (C): 0.436, atom 28 (H): -0.265, atom 29 (H): 0.269, atom 30 (H): 0.145, atom 31 (H): 0.402, atom 32 (H): -0.137, atom 33 (H): -0.289, atom 34 (H): 0.324, atom 35 (C): -0.811, atom 36 (H): 0.174, atom 37 (F): -0.297, atom 38 (H): 0.303, atom 39 (H): -0.218, atom 40 (O): -0.005, atom 41 (C): 0.406, atom 42 (H): 0.348, atom 43 (H): 0.212, atom 44 (O): -0.503, atom 45 (O): 0.330, atom 46 (F): -0.204, atom 47 (H): 0.151, atom 48 (O): 0.264, atom 49 (H): 0.416, atom 50 (H): 0.015, atom 51 (C): 0.786, atom 52 (H): 0.054, atom 53 (C): 0.638, atom 54 (O): -0.283, atom 55 (C): 0.346, atom 56 (C): -0.576, atom 57 (H): -0.447, atom 58 (H): 0.283, atom 59 (O): -0.409, atom 60 (H): -0.056, atom 61 (H): 0.021, atom 62 (C): -0.794, atom 63 (H): 0.268, atom 64 (O): -0.281, atom 65 (H): 0.327, atom 66 (C): 0.980, atom 67 (C): 0.245, atom 68 (C): 1.135, atom 69 (H): 0.199, atom 70 (O): -0.010, atom 71 (H): 0.322, atom 72 (C): -0.726, atom 73 (C): -1.013, atom 74 (H): 0.408, atom 75 (C): -0.964, atom 76 (H): -0.208, atom 77 (C): 0.644, atom 78 (H): 0.467, atom 79 (H): 0.381, atom 80 (O): -0.317, atom 81 (F): -0.347, atom 82 (O): -0.307, atom 83 (H): 0.115, atom 84 (H): -0.498, atom 85 (C): 0.602, atom 86 (O): -0.470, atom 87 (C): -0.246, atom 88 (H): 0.579, atom 89 (C): -0.046, atom 90 (H): 0.431, atom 91 (C): -0.882, atom 92 (C): -1.011, atom 93 (C): 0.122, atom 94 (H): 0.258, atom 95 (H): -0.166, atom 96 (H): 0.325, atom 97 (C): -0.996, atom 98 (H): -0.575, atom 99 (F): -0.151